Record 1
ORCA calculation (the ωB97M-V functional and the def2-TZVPD basis) on 15 unconnected molecules or ions with the total composition H29O15 at a distorted geometry.

```
! RIJCOSX wB97M-V def2-TZVPD def2/J DEFGRID3
* xyz -1 1
O -1.39952 -1.83753 -1.28509
H -1.16527 -1.21100 -0.70336
H -3.41198 2.54381 1.19634
O 1.64776 0.93293 1.90448
H 1.19386 1.34887 2.55068
H 4.13141 3.22907 -2.37297
O -3.53046 2.48131 2.08405
H -0.49258 -0.36666 -4.15731
H 4.20011 -1.63716 -0.04606
O 0.86170 -0.64445 -0.79542
H -1.06480 1.17642 1.18911
H 0.42023 -1.44521 -1.14110
O -2.05282 -1.03696 2.86610
H -1.39672 -0.55570 2.23722
H 0.71922 1.66553 -1.23782
O 1.23347 -3.43511 0.48970
H -1.93385 0.95584 -0.03626
H 1.46857 -2.49719 0.35356
O 0.46398 -0.45176 -4.50912
H -2.42337 -0.28569 3.32627
H 1.28921 0.10609 1.68223
O 3.71919 2.42566 2.24349
H 3.27336 1.55728 2.07080
H -0.57887 -2.37650 -1.38182
O -0.78321 0.36483 0.78214
H 0.27711 1.38157 0.05369
H -2.70573 2.83650 2.41693
O -2.45047 1.69304 -0.48036
H 0.30183 -0.18391 -0.11805
O -4.90450 0.19767 -0.44148
H -5.03298 -0.72061 -0.36254
H -1.88233 2.34137 -1.04668
O -1.97621 -4.92552 -0.41090
H -1.26646 -4.37308 -0.58050
H -2.58414 -4.54981 -1.07524
O 0.20037 2.21373 -0.45988
H 1.01908 0.27315 -4.09144
H 3.13648 3.15695 2.64628
O 4.85101 -1.39525 -0.73654
H 0.75606 -3.49814 1.31597
H -4.15727 0.26596 0.24008
O 3.95505 2.49689 -2.05496
H 4.26717 -0.59794 -1.06988
H 3.80731 2.38068 -1.05435
*
```

Results
* M: 269.22 g/mol
* orbital gap: 9.4 eV
* highest occupied orbital energy: -7.1 eV
* energy above the lowest of the compared OMol25 structures with the same formula, charge and spin: 4.543 eV

---

Record 2
ORCA calculation (the ωB97M-V functional and the def2-TZVPD basis) on 2 unconnected molecules or ions with the total composition H2INP2 at a distorted geometry.

```
! RIJCOSX wB97M-V def2-TZVPD def2/J DEFGRID3
* xyz 0 1
N 0.68061 -1.12742 0.11794
P -0.57319 -1.92447 0.29074
P 1.25903 0.26320 -0.57047
I -2.80344 0.99528 0.36744
H 0.04880 0.84131 -0.86550
H 1.38819 0.95210 0.65983
*
```

Results
* M: 204.88 g/mol
* orbital gap (alpha / beta): 5.8 / 5.7 eV
* highest occupied orbital energy (alpha / beta): -8.3 / -8.2 eV
* energy above the lowest of the compared OMol25 structures with the same formula, charge and spin: 1.382 eV

---

Record 3
ORCA calculation (the ωB97M-V functional and the def2-TZVPD basis) on a molecular structure, H2IO at a distorted geometry.

```
! RIJCOSX wB97M-V def2-TZVPD def2/J DEFGRID3
* xyz 0 2
H -1.36343 -0.11455 0.34820
I 0.09996 -1.38895 0.34820
H -0.10174 1.16186 0.34820
O -1.08629 0.87893 0.34820
*
```

Results
* M: 144.92 g/mol
* orbital gap (alpha / beta): 10.8 / 7.2 eV
* highest occupied orbital energy (alpha / beta): -10.1 / -9.9 eV
* energy above the lowest of the compared OMol25 structures with the same formula, charge and spin: 1.108 eV

---

Record 4
ORCA calculation (the ωB97M-V functional and the def2-TZVPD basis) on 2 unconnected molecules or ions with the total composition H2IO2PS at a distorted geometry.

```
! RIJCOSX wB97M-V def2-TZVPD def2/J DEFGRID3
* xyz 0 1
O -1.33087 -0.18489 -1.64873
P -1.61015 -0.10869 -0.22609
S -1.59788 -1.55863 1.14751
I -2.57151 1.99641 0.56992
O 2.15924 -0.07570 0.39257
H 2.56870 0.66098 -0.06141
H 2.38247 -0.72947 -0.17376
*
```

Results
* M: 223.96 g/mol
* orbital gap: 8.2 eV
* SMILES string: O=P(=S)I.O
* highest occupied orbital energy: -9.8 eV
* energy above the lowest of the compared OMol25 structures with the same formula, charge and spin: 1.698 eV

---

Question: Which value of M does entry 3 give?
Answer: 144.92 g/mol

---

Question: Which of these has the lowest M?
Answer: H2IO

---

Question: The highest energy above the lowest of the compared OMol25 structures with the same formula, charge and spin belongs to which entry?
Answer: H29O15

---

Question: The highest energy above the lowest of the compared OMol25 structures with the same formula, charge and spin belongs to which entry?
Answer: H29O15